1.
The following is a quantum chemistry calculation of a 7-piece molecular cluster, C59H126F9N5O2P overall at a distorted geometry, from OMol25.

For the frontier orbital gap, the calculation gives 0.3023 hartree. The calculation puts the energy relative to the best compared isomer or geometry (same formula, charge and spin) at 0.000 eV. The charge is +3. The molar mass is 1139.65 Da. The multiplicity is 1. Its LUMO energy is -4.8684 eV.

Positions of all 202 atoms, in Å:
P1 -2.27085 -2.85506 1.71977
F1 -2.84495 -1.42049 1.24348
F2 0.57975 -0.15482 -0.02425
F3 -1.36669 -2.19323 2.90574
F4 -1.00885 -2.69120 0.75822
F5 -3.51184 -3.04322 2.67764
F6 -3.08738 -3.54389 0.45868
F7 -1.64346 -4.31970 2.17946
F8 0.47565 1.05510 -1.88954
F9 1.89158 1.63833 -0.30880
O1 -0.60735 3.20255 -0.48935
O2 -0.30992 2.13802 1.50455
N1 4.66523 1.27563 -4.31017
N2 -0.07538 -4.31050 5.69402
N3 1.28381 5.58555 1.64704
N4 -4.14560 3.38520 -2.62670
N5 -1.98245 -6.46193 -2.16129
C1 4.04538 -0.58660 -5.93019
C2 -4.98818 3.95801 -3.70134
C3 1.77973 6.67441 2.54089
C4 -3.76640 -7.98178 -2.58761
C5 -0.23380 5.55216 1.52668
C6 0.62743 1.16617 -0.53419
C7 -1.12741 -3.10637 7.71972
C8 -5.55496 2.97724 1.00953
C9 1.87329 8.94286 3.42698
C10 6.25479 0.59873 -2.39806
C11 7.24915 -0.50683 -1.98315
C12 -4.50025 3.08705 -0.08893
C13 5.59740 0.19368 -3.69325
C14 -2.33043 -7.09738 -0.76328
C15 3.32536 1.22055 -3.49849
C16 0.69017 -4.02456 4.34585
C17 -5.13706 5.45952 -3.43529
C18 3.00223 2.70267 -3.31732
C19 0.59065 -6.57919 6.11005
C20 -3.44722 2.07175 -2.92080
C21 1.77305 4.20121 2.20957
C22 -4.05933 5.75150 -2.39411
C23 -3.12210 4.54614 -2.37803
C24 3.25960 4.15233 1.84543
C25 6.49872 -1.56197 -1.01050
C26 -2.61289 -4.49887 -3.61012
C27 0.71973 -5.12757 6.62620
C28 -2.45702 5.80170 2.77736
C29 -0.79349 -6.67193 5.52689
C30 -2.40471 -7.49986 -3.11282
C31 -1.66757 -1.77490 8.25048
C32 -0.55709 2.01926 0.08372
C33 -3.62614 -7.82583 -1.02334
C34 5.16624 2.68802 -4.23264
C35 -0.45248 -6.23252 -2.19579
C36 1.87671 5.47037 0.31939
C37 1.32869 8.12176 2.19320
C38 3.90829 3.50752 -4.32091
C39 3.98541 -0.84792 -7.42128
C40 -1.32734 -5.19408 5.45235
C41 -1.13739 1.74752 3.70860
C42 2.25083 -4.82016 -2.28759
C43 -0.59495 -3.00806 6.27309
C44 -1.05682 1.22659 2.33041
C45 -2.22489 2.16135 -3.77285
C46 -1.83939 0.72670 -4.22407
C47 2.12448 -3.44338 4.46702
C48 -2.78644 -5.21878 -2.27041
C49 4.18755 -2.82493 3.09180
C50 -2.71838 0.14787 -5.28102
C51 -3.10543 5.66111 4.21640
C52 1.46563 -5.03425 -1.00100
C53 4.44921 0.92456 -5.74490
C54 2.66653 -2.97515 3.07220
C55 -0.97780 5.67140 2.87492
C56 0.01397 -5.05670 -1.34283
C57 3.35542 5.11064 0.59413
C58 -5.13311 3.23581 -1.48648
C59 -3.30247 -3.14211 -3.60142
H1 -4.16797 5.69754 4.11433
H2 -2.39430 -4.54687 -1.50853
H3 -0.36753 -3.40219 8.42366
H4 -3.90187 4.00376 0.14130
H5 -0.29680 -4.18191 -1.82199
H6 -5.18656 2.61229 1.96637
H7 3.86104 4.59881 2.63899
H8 8.20817 -0.19486 -1.60053
H9 -0.66748 -5.03451 -0.47085
H10 0.24688 -2.33272 6.36975
H11 -0.86333 0.82603 -4.76974
H12 -1.56351 -4.33664 -3.78020
H13 -4.05781 -9.00679 -2.88291
H14 1.96153 2.86377 -3.57130
H15 -6.13964 5.68365 -3.01043
H16 -2.61415 6.75010 2.31330
H17 3.47942 0.70952 -2.54793
H18 -3.80038 0.03388 -4.97393
H19 6.33574 0.02366 -4.42589
H20 -2.93490 -5.02278 -4.52214
H21 -5.95212 3.94631 1.18676
H22 3.74306 4.60564 -0.25919
H23 -3.84388 -5.38598 -2.07564
H24 6.35087 -1.02953 -0.06109
H25 -2.12252 -5.12219 6.22895
H26 3.15793 -0.80763 -5.37444
H27 -1.84319 -0.95083 7.50843
H28 3.49879 3.61384 -5.33474
H29 -1.32480 1.21479 -0.05358
H30 -2.39440 4.43023 -3.17263
H31 -4.63423 -7.38684 -2.94412
H32 -5.79974 4.06867 -1.44851
H33 1.50433 6.32010 3.51778
H34 -3.70912 -8.75333 -0.49466
H35 -1.72691 -0.00204 -3.39318
H36 -2.65073 4.39887 -1.43547
H37 4.56978 -2.86995 2.03178
H38 5.10453 -0.72234 -3.46022
H39 7.16551 -2.34853 -0.73254
H40 1.58357 4.06108 3.29188
H41 2.87492 8.71547 3.61077
H42 5.36585 1.20221 -6.22396
H43 4.56061 -2.02010 3.62390
H44 -1.44991 0.97009 4.35275
H45 4.55523 -3.75124 3.61587
H46 0.23677 -4.99432 7.56109
H47 -2.59421 -1.91494 8.82722
H48 -5.77256 2.37802 -1.74878
H49 -0.82115 -7.12631 4.52059
H50 -1.48403 -7.21105 6.17400
H51 1.75208 -4.32309 -0.22463
H52 3.27535 3.07775 -2.27122
H53 -4.43740 -7.24603 -0.58863
H54 1.23575 4.69804 -0.14245
H55 7.64169 -1.06774 -2.81908
H56 -0.52471 4.61934 1.00522
H57 2.37647 -3.73392 2.33225
H58 -1.41873 2.59202 -3.16759
H59 -4.42647 -3.29505 -3.66532
H60 -6.37455 2.27970 0.79212
H61 1.66972 8.44884 1.21482
H62 0.73843 -5.02651 3.92045
H63 -2.03506 1.11096 1.82929
H64 0.24999 8.14942 2.13350
H65 2.56241 0.65777 -4.06316
H66 3.31406 -4.66628 -2.02965
H67 -2.79300 0.84631 -6.11569
H68 -5.05597 6.04372 -4.35359
H69 1.68545 -6.03965 -0.61488
H70 -0.63242 6.54672 3.52963
H71 -2.57522 -7.03284 -4.07674
H72 -3.50645 6.67948 -2.59253
H73 1.82023 6.39066 -0.23021
H74 -2.30576 -0.76937 -5.69392
H75 -4.22990 1.48942 -3.41074
H76 2.15029 -2.11637 2.68016
H77 2.18085 -5.60487 -3.06259
H78 3.87694 6.04998 0.77915
H79 -0.76884 4.84931 3.49808
H80 3.65559 3.22168 1.61101
H81 -1.64960 -4.82497 4.47296
H82 5.65122 -2.04274 -1.40000
H83 -1.37715 -2.64405 5.56229
H84 3.63814 1.52875 -6.14684
H85 5.46493 0.89263 -1.70229
H86 6.88860 1.47619 -2.63230
H87 -5.84238 3.30349 -3.70166
H88 3.98703 -1.87202 -7.75477
H89 1.17379 3.39482 1.71359
H90 2.18791 -2.62961 5.20291
H91 -2.79419 4.81631 4.76087
H92 -4.40719 5.82336 -1.37397
H93 2.80453 -4.19577 4.86059
H94 6.00802 2.84815 -4.88922
H95 -0.25781 -6.19117 -3.30201
H96 1.87682 -3.93014 -2.76502
H97 -2.89308 -2.52731 -4.39924
H98 -1.46421 -7.69621 -0.49447
H99 1.74226 -4.87386 6.65020
H100 0.84349 -7.31421 6.85427
H101 -0.58986 0.23116 2.34952
H102 -3.02808 4.99004 2.27493
H103 1.86680 9.99926 3.09808
H104 -3.08081 -2.66965 -2.61498
H105 2.87820 6.67319 2.48370
H106 -3.25945 1.62166 -1.95958
H107 -2.49497 -6.27483 -0.08652
H108 4.00807 4.51028 -3.96670
H109 -0.92621 -1.40097 8.92340
H110 -1.56549 -8.22725 -3.06526
H111 -0.18589 2.03801 3.97833
H112 -3.76381 2.33092 0.01691
H113 -2.42777 2.82441 -4.62555
H114 1.35896 -6.66624 5.35204
H115 4.81902 -1.23635 -5.51377
H116 5.57881 2.91536 -3.25680
H117 -2.81847 6.51047 4.85480
H118 -0.52446 6.33935 0.82693
H119 1.25992 8.79566 4.31679
H120 3.15411 -0.43260 -8.01423
H121 0.01388 -3.36141 3.76269
H122 -1.95432 -3.81237 7.84055
H123 4.83010 -0.36453 -7.90223
H124 -1.74286 2.63017 3.78908
H125 -0.00650 -7.23281 -1.90889
H126 -4.42956 3.70331 -4.59982

---

2.
The following is a quantum chemistry calculation of C59H43Cl5CsFI2N7P as an isolated structure at a distorted geometry, from OMol25.

For the frontier orbital gap, the calculation gives 0.2032 hartree. The calculation puts the energy relative to the best compared isomer or geometry (same formula, charge and spin) at 0.000 eV. The charge is -2. The molar mass is 1463.99 Da. The multiplicity is 1. Its LUMO energy is 3.2481 eV.

Positions of all 119 atoms, in Å:
Cs1 0.37974 -0.11441 -0.55380
I1 -2.26182 -2.90685 1.46252
I2 6.01866 -3.29487 0.30686
Cl1 0.20096 0.64068 2.88273
Cl2 -1.64778 1.64646 5.22330
Cl3 -2.41521 6.34894 2.63067
Cl4 -0.32697 5.49007 0.42517
Cl5 -3.00879 4.45990 5.06501
P1 0.27672 2.72317 -3.37767
F1 2.57649 -0.57558 -1.84770
N1 1.90677 2.08330 -1.12202
N2 2.96662 3.00460 -2.82680
N3 -1.91166 4.14389 -2.41019
N4 -1.64316 2.20764 -1.37584
N5 1.87706 -2.52861 1.08751
N6 0.16222 0.65999 -5.26871
N7 -0.53040 0.00324 -3.28037
C1 -3.51245 0.89240 0.51569
C2 -1.34824 2.67283 3.85190
C3 0.65504 1.50405 -6.34334
C4 -4.78674 2.60044 2.29618
C5 -0.81838 4.29599 1.72539
C6 3.91187 2.73695 -1.86286
C7 2.50264 -4.23022 2.63521
C8 -1.34138 -2.77495 -8.29251
C9 -4.80461 7.24382 -0.85299
C10 -1.13419 3.01459 -2.27624
C11 3.11598 -2.53350 0.58577
C12 -4.13944 0.37762 1.64426
C13 -0.63218 -1.04901 -4.14675
C14 6.12565 1.69789 -2.11247
C15 -1.66070 -4.96085 -2.76502
C16 -0.75998 -4.80344 -3.81268
C17 -1.34447 -2.04916 -7.11025
C18 -0.19683 -1.38763 -6.67906
C19 -0.43301 -3.53272 -4.25850
C20 -4.78083 1.23108 2.53284
C21 -1.90055 -2.57108 -2.61720
C22 -2.21709 -3.84460 -2.15975
C23 7.50057 1.75951 -2.28852
C24 -2.94966 4.01834 -1.52104
C25 3.71411 0.18763 2.35474
C26 1.56889 -3.36584 2.07741
C27 -0.04158 1.01527 -3.95880
C28 7.37483 4.15442 -2.45994
C29 3.79726 -4.23260 2.14219
C30 1.75875 2.57577 -2.32658
C31 -4.15294 3.11140 1.17358
C32 3.23099 3.52366 -4.15554
C33 3.16477 0.68085 1.17983
C34 -5.35509 4.62081 -1.56371
C35 -4.03067 5.01707 -1.38352
C36 -2.75682 2.82224 -0.87648
C37 8.12824 2.98722 -2.46390
C38 -0.21390 -0.66063 -5.39342
C39 -0.26093 3.06139 1.70187
C40 3.80326 1.69479 0.47205
C41 5.99868 4.09254 -2.27237
C42 -0.52579 2.27980 2.79952
C43 -3.50715 2.26301 0.27364
C44 -6.39315 5.52334 -1.38829
C45 4.97782 2.23825 0.99657
C46 0.95568 -2.18344 -8.65104
C47 -0.19148 -2.84065 -9.06918
C48 -1.66452 4.77353 2.72007
C49 -1.01663 -2.40306 -3.68143
C50 3.23645 2.18236 -0.80872
C51 -1.93870 3.93873 3.80086
C52 -6.12041 6.83991 -1.03630
C53 5.36421 2.86592 -2.09726
C54 0.95245 -1.46652 -7.45954
C55 -1.64343 5.31579 -3.22174
C56 5.52843 1.74371 2.17017
C57 4.90178 0.70567 2.85026
C58 4.09634 -3.37269 1.09907
C59 -3.76630 6.33613 -1.02012
H1 0.13857 1.25168 -7.26675
H2 5.46231 3.06747 0.49510
H3 -1.89713 -5.94886 -2.38843
H4 0.53890 -3.33451 2.42205
H5 2.21339 -4.88845 3.44505
H6 5.40871 5.00166 -2.23432
H7 5.32420 0.31594 3.76875
H8 -2.85542 -3.94038 -1.29091
H9 2.23748 0.27135 0.80241
H10 -1.05071 5.02534 -4.08472
H11 -4.58345 8.26019 -0.55017
H12 1.72705 1.36943 -6.49347
H13 -0.18883 -3.40980 -9.99068
H14 -2.98436 0.21213 -0.14394
H15 9.20225 3.03359 -2.59711
H16 4.55434 -4.88517 2.55758
H17 2.76312 4.49649 -4.30176
H18 -5.24113 3.27950 3.00891
H19 -2.31899 -1.70698 -2.11343
H20 -4.07923 -0.68773 1.82948
H21 0.31193 -3.41270 -5.03531
H22 2.85836 2.83962 -4.91620
H23 1.86371 -2.24160 -9.23829
H24 5.61718 0.75026 -1.96389
H25 -1.09507 6.06841 -2.65214
H26 8.08116 0.84524 -2.28538
H27 -0.28390 -5.66816 -4.26036
H28 6.44109 2.18014 2.55908
H29 -2.23419 -2.00427 -6.49412
H30 3.29864 -1.84219 -0.24524
H31 -4.11315 4.18438 1.03074
H32 -5.24682 0.82952 3.42523
H33 -2.58741 5.74296 -3.55372
H34 1.86343 -0.99297 -7.11342
H35 -5.55933 3.58743 -1.81782
H36 3.19276 -0.59585 2.89052
H37 7.85991 5.11438 -2.58786
H38 -2.74555 6.63082 -0.81241
H39 -7.41706 5.19402 -1.51731
H40 -2.24064 -3.29251 -8.60260
H41 0.46236 2.54347 -6.09402
H42 -6.93142 7.54334 -0.89108
H43 4.30590 3.62164 -4.28046

---

3.
The following is a quantum chemistry calculation of C59H46Br2N9O3Sc as an isolated structure at a distorted geometry, from OMol25.

For the frontier orbital gap, the calculation gives 0.2073 hartree. The calculation puts the energy relative to the best compared isomer or geometry (same formula, charge and spin) at 1.152 eV. The charge is 0. The molar mass is 1133.84 Da. The multiplicity is 1. Its LUMO energy is -0.7643 eV.

Positions of all 120 atoms, in Å:
Br1 6.86312 0.52866 -0.27276
Br2 2.62983 0.67801 -4.00747
Sc1 0.08414 -0.25705 0.26883
O1 0.96013 0.83818 -1.41589
O2 -0.93376 1.52670 0.43178
O3 -0.28048 3.66945 0.35637
N1 -3.55004 2.20358 0.86526
N2 -1.22613 2.58510 -2.92397
N3 -1.55820 4.55765 -4.09552
N4 0.51004 4.03670 -3.14989
N5 1.23377 -1.84312 -0.82175
N6 1.85888 1.73495 0.95474
N7 -1.51458 -1.18501 -0.84650
N8 -1.26137 -0.68479 1.93418
N9 1.57176 -0.95592 1.87236
C1 -7.02402 -0.68884 1.63973
C2 3.23037 -2.18281 0.60097
C3 -3.08264 4.01453 -0.77726
C4 -5.67806 -0.41782 1.44287
C5 -0.60226 -1.02189 -6.51094
C6 3.06500 -2.81188 -1.81809
C7 4.98619 0.65767 -0.58721
C8 0.36889 3.06350 6.75029
C9 3.22386 0.71473 -2.20978
C10 -3.54044 3.21322 -2.01875
C11 4.45259 -3.02158 0.73160
C12 2.16336 -2.60156 -2.79831
C13 1.50248 -0.23958 3.03655
C14 5.35022 -5.27805 0.69579
C15 2.89174 0.14542 3.49672
C16 -0.53872 -0.86228 -5.13581
C17 3.38064 1.48742 2.83653
C18 4.56814 0.64147 -1.91499
C19 -0.39740 -2.27153 -7.07841
C20 -2.84761 -1.21278 -0.54518
C21 1.02305 0.87003 5.99859
C22 2.84035 -1.34878 1.63640
C23 2.24817 0.87215 -1.20626
C24 4.08779 0.83091 0.45080
C25 -0.06198 -3.19809 -4.88459
C26 -2.62267 -0.93295 1.90879
C27 -0.18783 -1.74905 -2.83555
C28 5.71802 -2.56173 1.08547
C29 -3.37372 -1.16017 0.76303
C30 4.29221 -4.40002 0.53758
C31 3.81130 -0.65610 2.56011
C32 -2.12850 -0.36961 4.02325
C33 2.22235 2.09018 2.11817
C34 -1.13875 2.78318 0.39990
C35 -0.25886 -1.94621 -4.30590
C36 1.04356 1.87117 6.96037
C37 -0.96048 -0.31246 3.19035
C38 6.78492 -3.43880 1.22895
C39 -0.36524 2.24959 4.61394
C40 0.33907 1.05440 4.80099
C41 -0.12897 -3.35899 -6.26043
C42 -2.61181 2.19113 -2.70216
C43 2.47475 -2.31989 -0.58942
C44 4.36389 0.68912 1.92082
C45 -1.39847 -1.38603 -2.18620
C46 -3.15341 -0.78685 3.23652
C47 -0.76966 3.72667 -3.38137
C48 0.99057 -2.03301 -2.17522
C49 -7.54276 -1.93453 1.31905
C50 -3.60000 -1.35474 -1.74762
C51 6.60564 -4.79972 1.04507
C52 -6.71328 -2.90350 0.77221
C53 -2.61544 3.25424 0.48193
C54 -4.83357 -1.39546 0.91955
C55 0.33395 0.08834 3.66610
C56 -2.69864 -1.45319 -2.77206
C57 -0.35078 3.24492 5.57674
C58 2.75513 1.08243 0.10126
C59 -5.36883 -2.63458 0.56979
H1 -4.71671 -3.39422 0.15677
H2 -4.43809 2.65544 -1.74132
H3 1.57424 2.77720 2.65905
H4 -3.05820 1.90506 -3.66097
H5 5.28993 0.54290 -2.71318
H6 7.43512 -5.48356 1.17199
H7 -5.27253 0.55789 1.68522
H8 -0.44683 -2.39767 -8.15227
H9 -1.16436 5.39005 -4.49370
H10 4.06027 -3.21371 -1.91015
H11 -0.91125 2.39719 3.68940
H12 1.52093 -0.07184 6.19397
H13 1.58610 1.71977 7.88531
H14 2.27886 -2.79775 -3.85049
H15 5.89877 -1.50675 1.22177
H16 5.19416 -6.33980 0.55181
H17 0.86031 4.92570 -3.46019
H18 3.31555 -4.78089 0.26607
H19 -7.66789 0.07806 2.05166
H20 -3.86318 3.94726 -2.76055
H21 -3.95946 4.59241 -0.47512
H22 -4.17263 -0.97256 3.52975
H23 -4.07303 1.86809 0.06501
H24 -2.91051 -1.60092 -3.81856
H25 -0.51209 1.89468 -2.62503
H26 0.02231 -4.33876 -6.69557
H27 0.85033 3.69584 -2.24183
H28 -8.59121 -2.14517 1.48648
H29 4.55080 -1.31415 3.00752
H30 -7.11355 -3.87479 0.51083
H31 -0.81254 -0.16899 -7.14448
H32 -2.39036 4.18876 -4.51962
H33 -2.59114 3.99457 1.28929
H34 -3.01357 1.41111 1.19762
H35 -2.56489 1.28988 -2.09162
H36 -0.68408 0.11466 -4.68992
H37 -0.89945 4.16257 5.40557
H38 5.41151 0.86920 2.15286
H39 -2.15119 -0.14851 5.07812
H40 -4.67542 -1.39089 -1.81701
H41 3.05567 0.07565 4.56545
H42 0.40061 3.85142 7.49172
H43 7.76592 -3.04910 1.47090
H44 3.84800 2.17961 3.53520
H45 0.12718 -4.05118 -4.24516
H46 -2.30290 4.73180 -1.03760